2 unconnected molecules or ions with the total composition C4H8O3. Source: OMol25; level of theory: wB97M-V/def2-TZVPD.

Cartesian coordinates (Å):
1 C -0.8196 1.1394 -1.9571
2 C 0.0039 1.3487 -0.7209
3 C 0.9808 0.5238 -0.3492
4 O 1.7799 0.7614 0.7275
5 H -1.8931 1.1719 -1.7379
6 H -0.6251 1.9130 -2.7090
7 H -0.6029 0.1684 -2.4175
8 H -0.1861 2.2283 -0.1077
9 H 1.2105 -0.3816 -0.9193
10 H 1.9999 -0.1009 1.1150
11 O 0.9584 -1.7500 1.6699
12 C -0.2235 -1.7677 1.4252
13 O -1.1829 -1.7580 2.3487
14 H -0.6607 -1.7892 0.4189
15 H -0.7395 -1.7074 3.2133

Atoms 1-2, force components in eV/Å:
0.0 0.0 -0.1
0.2 -0.1 0.1

Output
* electronic energy: -10419.587 eV
* SMILES: C/C=C/O.O=CO
* highest occupied orbital energy: -0.3175 hartree
* ΔE to the lowest compared entry with this formula, charge and spin: 1.417 eV

Mulliken atomic charge list, values in e, 5 entries: -1.079, 0.068, -0.432, -0.520, 0.280